Entry i
Computed, not measured: 5 unconnected molecules or ions with the total composition H12NO4, with the ωB97M-V functional and the def2-TZVPD basis.

XYZ file:
```
17
Properties=species:S:1:pos:R:3:nbo_charge:R:1
N 0.086 0.309 0.104 -0.94
H 0.834 0.624 -0.540 0.46
H 0.450 -0.535 0.588 0.45
H -0.739 -0.007 -0.435 0.46
H -0.175 1.049 0.768 0.45
O 2.170 0.963 -1.691 -0.97
H 2.811 0.389 -2.120 0.50
H 2.188 1.784 -2.194 0.50
O -1.554 1.978 1.845 -0.95
H -2.001 1.183 2.154 0.48
H -1.375 2.487 2.642 0.50
O 1.300 -2.060 0.912 -0.97
H 1.258 -2.916 0.476 0.50
H 2.068 -2.103 1.491 0.50
O -2.107 -0.866 -1.247 -0.97
H -2.619 -0.796 -2.058 0.50
H -2.598 -1.484 -0.696 0.49
```

Output
- HOMO: -15.61 eV
- Total charge: +1
- Gap between HOMO and LUMO: 0.4681 hartree
- LUMO level: -2.9 eV

Entry ii
Computed, not measured: 5 unconnected molecules or ions with the total composition H12NO4, with the ωB97M-V functional and the def2-TZVPD basis.

XYZ file:
```
17
Properties=species:S:1:pos:R:3:nbo_charge:R:1
N 0.247 0.278 -1.657 -0.90
H -0.093 0.019 -0.715 0.48
H 0.318 -0.612 -2.183 0.47
H 1.141 0.740 -1.518 0.45
H -0.406 0.921 -2.086 0.43
H -2.055 -0.865 4.526 0.48
H -2.467 0.531 4.237 0.47
O -2.203 -0.276 3.775 -0.95
H 0.707 -3.108 -2.279 0.50
H -0.120 -2.645 -3.443 0.50
O 0.233 -2.326 -2.603 -0.97
H 3.559 1.439 -0.557 0.48
H 3.018 2.847 -0.147 0.49
O 2.802 1.905 -0.193 -0.97
H -0.766 0.854 1.440 0.50
H -2.116 0.647 0.722 0.50
O -1.181 0.387 0.706 -0.98
```

Output
- HOMO: -14.16 eV
- Total charge: +1
- Gap between HOMO and LUMO: 0.4111 hartree
- LUMO level: -3.0 eV

In terms of stability, entry i leads; the second structure lies 0.0193 hartree higher.